[1]
Below is a molecular structure, C34H33N5O2PdS at a distorted geometry, with properties calculated with ωB97M-V/def2-TZVPD.

```
76
C34H33N5O2PdS ωB97M-V/def2-TZVPD
Pd 0.023 0.052 0.396
C 5.237 0.555 -4.416
C 5.059 1.919 -3.805
C 5.829 3.000 -4.213
C 5.668 4.261 -3.656
C 4.729 4.447 -2.653
C 3.959 3.380 -2.216
C 4.109 2.122 -2.797
N 3.350 1.004 -2.377
C 2.104 1.020 -1.777
N 1.288 2.014 -2.186
C -0.016 2.370 -1.748
C -0.679 1.709 -0.728
C -1.960 2.131 -0.387
C -2.567 3.189 -1.048
C -1.880 3.843 -2.063
C -0.601 3.451 -2.427
C 0.140 4.172 -3.528
N 1.745 0.092 -0.956
C 2.700 -0.874 -0.536
C 2.652 -2.147 -1.091
C 3.548 -3.126 -0.685
C 4.493 -2.829 0.284
C 4.524 -1.560 0.849
C 3.633 -0.565 0.460
C 3.639 0.793 1.111
H 5.918 0.600 -5.264
H 4.283 0.148 -4.757
H 5.655 -0.158 -3.697
H 6.564 2.849 -4.996
H 6.277 5.088 -3.998
H 4.602 5.420 -2.195
H 3.250 3.519 -1.409
H 3.850 0.136 -2.255
H 1.679 2.598 -2.904
H -2.495 1.617 0.403
H -3.568 3.506 -0.778
H -2.342 4.672 -2.587
H -0.456 5.003 -3.902
H 0.354 3.514 -4.376
H 1.093 4.587 -3.180
H 1.897 -2.359 -1.839
H 3.501 -4.117 -1.120
H 5.195 -3.585 0.613
H 5.250 -1.334 1.622
H 4.302 0.798 1.975
H 2.639 1.070 1.447
H 3.984 1.567 0.419
C -4.386 0.622 7.367
C -3.307 0.383 6.341
C -2.439 -0.695 6.450
C -1.469 -0.936 5.483
C -1.367 -0.077 4.404
C -2.213 1.023 4.281
C -3.170 1.246 5.251
S -0.294 -0.486 3.068
O 0.401 0.746 2.682
O 0.521 -1.606 3.463
N -1.297 -0.804 1.855
C -1.396 -2.062 1.237
C -1.732 -3.246 1.891
C -1.868 -4.394 1.140
C -1.678 -4.344 -0.239
C -1.330 -3.132 -0.800
N -1.183 -2.016 -0.085
H -4.476 -0.225 8.047
H -5.351 0.773 6.882
H -4.175 1.512 7.963
H -2.522 -1.361 7.301
H -0.794 -1.779 5.558
H -2.110 1.686 3.431
H -3.830 2.102 5.164
H -1.867 -3.242 2.964
H -2.126 -5.330 1.621
H -1.793 -5.223 -0.858
H -1.155 -3.039 -1.866
```

Output
- spin multiplicity = 3
- E_HOMO (spin up / spin down) (eV) = -6.82 / -7.82
- Kohn-Sham gap (spin up / spin down) (eV) = 7.470 / 7.657
- ⟨S²⟩ = 2.007
- E_LUMO (spin up / spin down) (eV) = 0.655 / -0.167
- net charge = 0

[2]
Below is 10 unconnected molecules or ions with the total composition C40H68F3N9O2 at a distorted geometry, with properties calculated with ωB97M-V/def2-TZVPD.

```
122
C40H68F3N9O2 ωB97M-V/def2-TZVPD
C -0.142 -0.311 1.334
C 0.256 -1.540 0.548
O 0.980 -1.090 -0.554
C 0.416 -0.397 -1.591
O -0.792 -0.403 -1.771
C 1.375 0.308 -2.551
F 0.993 1.659 -2.547
F 2.674 0.090 -2.320
F 1.179 -0.116 -3.802
H -0.409 -0.597 2.352
H -1.000 0.274 1.005
H 0.734 0.325 1.462
H -0.480 -2.294 0.269
H 0.962 -2.063 1.193
C 0.800 -4.511 3.235
C 0.171 -3.522 4.224
C -0.318 -4.263 5.546
C 0.721 -5.014 6.321
N 1.476 -5.635 6.913
H 1.472 -4.080 2.494
H 0.040 -4.948 2.588
H 1.287 -5.329 3.767
H -0.638 -2.981 3.734
H 0.841 -2.703 4.488
H -1.012 -5.064 5.290
H -0.859 -3.567 6.186
C 4.205 -2.830 -4.378
C 5.170 -1.836 -5.022
C 6.364 -1.649 -4.114
C 6.048 -1.372 -2.677
N 5.711 -1.222 -1.584
H 3.514 -3.182 -5.143
H 3.658 -2.298 -3.600
H 4.688 -3.724 -3.984
H 4.589 -0.917 -5.104
H 5.412 -2.141 -6.041
H 6.975 -0.810 -4.447
H 6.974 -2.552 -4.114
C -0.205 -4.859 -0.685
C 1.234 -5.342 -0.583
C 1.837 -5.767 -1.982
C 3.225 -6.249 -1.944
N 4.345 -6.619 -1.882
H -0.865 -5.625 -1.092
H -0.253 -3.941 -1.269
H -0.518 -4.724 0.351
H 1.330 -6.234 0.035
H 1.678 -4.476 -0.092
H 1.711 -4.933 -2.673
H 1.254 -6.578 -2.418
C 0.418 6.617 -2.291
C 0.253 5.172 -1.807
C -0.980 4.333 -2.377
C -2.284 4.983 -2.145
N -3.289 5.513 -1.998
H 0.766 6.705 -3.320
H 1.138 7.137 -1.659
H -0.435 7.272 -2.114
H 0.171 5.191 -0.720
H 1.135 4.566 -2.012
H -0.917 3.327 -1.964
H -0.842 4.259 -3.456
C 3.851 1.531 0.172
C 3.760 3.045 0.059
C 2.924 3.761 1.086
C 1.539 3.291 1.159
N 0.455 2.875 1.303
H 4.460 1.134 -0.641
H 2.887 1.100 -0.097
H 4.180 1.255 1.174
H 3.246 3.307 -0.866
H 4.774 3.443 0.100
H 2.991 4.801 0.765
H 3.378 3.799 2.076
C -4.556 -2.309 -1.832
C -3.271 -2.429 -0.964
C -3.644 -2.347 0.537
C -4.713 -1.450 1.053
N -5.513 -0.732 1.453
H -5.069 -1.358 -1.691
H -5.234 -3.115 -1.551
H -4.354 -2.328 -2.903
H -2.569 -1.613 -1.137
H -2.754 -3.371 -1.151
H -2.766 -2.236 1.174
H -4.002 -3.335 0.824
C -3.360 0.960 -3.346
C -4.703 1.749 -3.149
C -4.710 3.059 -4.032
C -4.817 2.852 -5.481
N -4.904 2.797 -6.615
H -2.409 1.452 -3.140
H -3.255 0.613 -4.374
H -3.487 0.080 -2.716
H -4.648 2.063 -2.106
H -5.526 1.074 -3.386
H -3.885 3.732 -3.796
H -5.649 3.580 -3.844
C 3.328 1.653 5.609
C 2.001 2.302 4.968
C 1.048 1.255 4.345
C 0.537 0.180 5.190
N 0.112 -0.598 5.933
H 3.131 0.943 6.412
H 3.971 2.437 6.010
H 3.915 1.214 4.802
H 2.271 3.108 4.285
H 1.494 2.875 5.745
H 1.611 0.826 3.515
H 0.156 1.796 4.030
C -4.576 4.007 1.946
C -3.798 2.739 1.526
C -3.614 1.695 2.583
C -2.845 2.158 3.761
N -2.308 2.517 4.743
H -5.608 3.788 2.219
H -4.717 4.690 1.108
H -4.018 4.648 2.629
H -2.792 3.069 1.265
H -4.242 2.313 0.626
H -3.043 0.847 2.206
H -4.603 1.384 2.919
```

Output
- E_HOMO (eV) = -11.27
- SMILES = CCOC(=O)C(F)(F)F.CCCC#N.CCCC#N.CCCC#N.CCCC#N.CCCC#N.CCCC#N.CCCC#N.CCCC#N.CCCC#N
- Kohn-Sham gap (eV) = 11.141
- E_LUMO (eV) = -0.134
- net charge = 0